Density functional theory data (ωB97M-V with the def2-TZVPD basis set) for the molecule C19H24N4O2.

Structure (XYZ):
```
49
C19H24N4O2 | the OMol25 dataset | ωB97M-V with the def2-TZVPD basis set
C -5.9035 -2.9049 0.2806
C -6.5431 -1.5433 0.0226
O -5.8808 -0.4933 0.6977
C -4.7030 -0.0112 0.2168
C -4.0867 -0.3998 -0.9683
C -2.8957 0.1903 -1.3544
C -2.2844 1.1530 -0.5657
C -2.9090 1.5509 0.6141
C -4.1009 0.9780 0.9991
H -4.5982 1.2824 1.9067
H -2.4629 2.3230 1.2242
C -1.0398 1.8224 -1.0543
O -1.0355 2.4543 -2.0969
N 0.0549 1.7260 -0.2622
C 0.2039 0.8386 0.8659
H 0.5188 1.4248 1.7382
C 1.2403 -0.2472 0.5711
H 1.3895 -0.8558 1.4630
H 0.8807 -0.8881 -0.2347
C 2.5963 0.3330 0.1331
C 3.4728 -0.7821 -0.3427
C 4.7391 -1.0067 0.1184
N 5.1927 -2.1063 -0.5589
C 4.1859 -2.4857 -1.3901
N 3.1436 -1.7123 -1.2841
H 4.2589 -3.3257 -2.0508
H 6.0942 -2.5421 -0.4561
C 5.4282 -0.1825 1.1396
H 6.4832 -0.0332 0.8987
H 5.3607 -0.6589 2.1218
C 4.6861 1.1609 1.1677
N 3.2587 0.9294 1.2939
H 2.7909 1.7918 1.5459
H 4.9513 1.7262 0.2576
H 5.0076 1.7443 2.0335
C 2.3458 1.3165 -1.0321
C 1.2886 2.3582 -0.6764
H 1.6408 3.0063 0.1369
H 1.0613 2.9797 -1.5449
H 2.0093 0.7354 -1.8913
H 3.2763 1.8180 -1.3055
H -0.7547 0.3718 1.0937
H -2.4298 -0.1040 -2.2828
H -4.5245 -1.1490 -1.6089
H -7.5579 -1.5285 0.4306
H -6.6026 -1.3364 -1.0530
H -4.8817 -2.9316 -0.0899
H -6.4801 -3.6805 -0.2160
H -5.8859 -3.1063 1.3488
```

Summary:
- ΔE to the lowest compared entry with this formula, charge and spin: 14.91 kcal per mole
- Multiplicity: 1
- Largest force on an atom: 0.77 eV/A